The following is a DFT calculation (ωB97M-V/def2-TZVPD) of an isolated molecule of C3H4BrNO3 in a non-equilibrium geometry.

```
12
Properties=species:S:1:pos:R:3:forces:R:3
C 0.690908 1.191309 0.024392 -0.048 -1.855 2.582
C -0.491414 -0.088834 -1.436128 1.725 0.262 1.623
C 0.376239 -0.220965 0.728282 3.199 -1.289 -1.329
N -0.739150 -0.572490 -0.139845 0.083 -0.021 3.357
O 1.194299 2.131220 0.542025 0.360 0.484 0.223
O 0.254636 1.141228 -1.198061 -1.266 -0.452 -2.205
O 0.187518 -0.283766 2.091650 -0.544 1.055 0.076
Br -1.601389 -2.190975 0.137026 0.407 0.261 -0.420
H 0.099599 -0.751547 -1.989242 1.215 -0.834 -1.258
H -1.414261 0.041337 -1.847178 -2.238 1.105 -1.806
H 1.455812 -0.987564 0.584361 -3.021 2.024 -0.068
H -0.012797 0.591047 2.502719 0.126 -0.739 -0.776
```
Positions in Å, forces in eV/Å.

Properties
E = -2971.1310 hartree
total charge = 0
relative energy (zero: lowest compared OMol25 entry of this formula, charge and spin) = 47.2 kcal/mol
HOMO-LUMO gap = 9.57 eV
SMILES = O=C1OCN(Br)[C@@H]1O
strongest force on any atom = 3.7 eV/A

Mulliken atomic charge list, values in e, 8 entries: 0.49 -0.39 0.18 -0.22 -0.52 -0.31 -0.47 -0.03

---

The following is a DFT calculation (ωB97M-V/def2-TZVPD) of an isolated molecule of C3H4BrP in a non-equilibrium geometry.

```
9
Properties=species:S:1:pos:R:3:forces:R:3
C -0.383105 0.418418 -0.146477 -2.494 0.806 -0.586
C 1.004167 0.597082 0.140552 0.356 0.089 0.756
C 0.375217 -0.771343 -0.060006 1.685 -0.923 -0.776
P -1.845090 1.169256 -0.038394 0.212 -0.257 0.052
Br -3.262601 -0.586669 0.016549 0.135 0.147 -0.116
H 1.683567 0.751785 -0.633315 0.979 0.731 -1.166
H 1.269329 1.048475 1.050455 0.262 0.321 1.235
H 0.239980 -1.567053 0.629516 -0.280 -0.246 0.779
H 0.918539 -1.059949 -0.958882 -0.855 -0.668 -0.177
```
Positions in Å, forces in eV/Å.

Properties
E = -3032.0123 hartree
total charge = 0
relative energy (zero: lowest compared OMol25 entry of this formula, charge and spin) = 0.0 kcal/mol
HOMO-LUMO gap = 9.12 eV
SMILES = BrP=C1CC1
strongest force on any atom = 2.7 eV/A

Mulliken atomic charge list, values in e, 8 entries: 0.33 -0.53 -0.39 -0.19 -0.21 0.22 0.28 0.31

---

The following is a DFT calculation (ωB97M-V/def2-TZVPD) of a structure of composition C3H4CdLiO4 in a non-equilibrium geometry.

```
13
Properties=species:S:1:pos:R:3:forces:R:3
O 0.185723 -0.554150 -0.581317 -2.532 0.637 0.607
C 1.458683 -0.624803 0.044912 0.990 -0.192 1.458
C -0.884082 -0.061323 -0.029344 1.785 2.288 -0.554
O 1.842719 -1.762359 0.218560 0.342 -0.048 -0.140
O 1.967511 0.479942 0.317671 -1.746 -2.259 0.599
C -1.837070 0.735933 -0.742579 -2.114 -0.181 1.634
Li 3.217917 -2.908603 0.612695 -0.046 -0.156 0.042
H -2.784941 0.202610 -0.871181 -0.188 -0.077 -0.204
H -1.457424 0.962955 -1.745841 -0.367 0.853 0.369
Cd 3.029154 1.919288 -0.569920 1.540 2.143 -1.131
O -0.955731 0.353020 1.227930 2.065 -3.710 2.514
H -1.723964 -0.070495 1.689368 0.488 0.321 0.117
H -2.058494 1.327982 0.429047 -0.219 0.382 -5.311
```
Positions in Å, forces in eV/Å.

Properties
multiplicity = 2
E = -592.2464 hartree
total charge = +2
relative energy (zero: lowest compared OMol25 entry of this formula, charge and spin) = 19.1 kcal/mol
HOMO-LUMO gap (spin up / spin down) = 6.86 / 10.28 eV
<S²> = 0.7508
strongest force on any atom = 5.3 eV/A

Mulliken atomic charge list, values in e, 8 entries: -0.22 0.74 0.80 -0.59 -0.62 -0.89 0.95 0.36

---

The following is a DFT calculation (ωB97M-V/def2-TZVPD) of a structure of composition C3H4CeO2 in a non-equilibrium geometry.

```
10
Properties=species:S:1:pos:R:3:forces:R:3
O -1.174052 -0.678109 -0.415766 -0.016 1.843 1.983
C -1.016312 0.459203 0.298606 -1.377 -0.255 -1.712
Ce -0.440867 2.943442 -0.718709 -0.383 0.186 0.353
O -1.933272 1.252409 0.653116 4.089 -1.695 -1.393
C 0.210354 -1.139150 -0.347407 0.055 -0.568 0.051
H 0.236645 -2.046738 0.267705 0.085 0.223 -0.214
H 0.566506 -1.332246 -1.366296 -0.102 0.022 0.355
C 0.779270 0.112087 0.306580 -1.480 -0.606 1.427
H 0.978905 0.118746 1.387281 -0.389 -0.646 -0.048
H 1.792822 0.310357 -0.065110 -0.482 1.497 -0.803
```
Positions in Å, forces in eV/Å.

Properties
multiplicity = 3
E = -741.5141 hartree
total charge = +2
relative energy (zero: lowest compared OMol25 entry of this formula, charge and spin) = 13.1 kcal/mol
HOMO-LUMO gap (spin up / spin down) = 7.05 / 10.25 eV
<S²> = 2.0011
strongest force on any atom = 4.6 eV/A

Mulliken atomic charge list, values in e, 8 entries: -0.22 0.59 1.68 -0.56 -0.22 0.28 0.29 -0.67

---

The following is a DFT calculation (ωB97M-V/def2-TZVPD) of a structure of composition C3H4Cl2INO in a non-equilibrium geometry.

```
12
Properties=species:S:1:pos:R:3:forces:R:3
C 0.862596 -0.875053 -0.079040 -1.304 3.294 1.393
C 1.789191 -1.644804 0.456565 -0.531 -1.549 -1.815
C -0.052440 0.660707 0.925083 2.440 0.196 -6.312
N -0.969234 1.342598 0.118119 0.596 0.841 -0.172
O 2.534190 -2.599924 -0.201003 1.347 0.648 2.402
Cl 0.673866 -0.645931 -1.776025 -0.041 -0.269 0.051
Cl 1.277231 1.754181 1.237021 -0.014 -0.232 0.518
I 1.956506 -1.732576 2.498189 0.274 -0.127 0.482
H -0.472546 0.171071 1.671948 -1.450 -1.985 3.660
H -1.746125 0.945262 -0.342912 -0.996 -1.535 0.440
H -0.596760 1.913277 -0.622897 0.890 0.295 0.305
H 2.337797 -2.997555 -1.033906 -1.211 0.424 -0.952
```
Positions in Å, forces in eV/Å.

Properties
E = -1464.6825 hartree
total charge = 0
relative energy (zero: lowest compared OMol25 entry of this formula, charge and spin) = 37.3 kcal/mol
HOMO-LUMO gap = 9.09 eV
strongest force on any atom = 6.8 eV/A

Mulliken atomic charge list, values in e, 8 entries: 0.03 0.18 -0.26 -0.54 -0.53 -0.21 -0.11 0.10

---

The following is a DFT calculation (ωB97M-V/def2-TZVPD) of an isolated molecule of C3H4Cl2O in a non-equilibrium geometry.

```
10
Properties=species:S:1:pos:R:3:forces:R:3
C 0.429885 0.249645 -0.021279 0.552 -0.688 -0.105
C -0.579910 1.574122 0.135238 0.861 -3.028 -0.173
C 0.343619 -1.616385 -0.129898 -1.289 3.465 0.294
O 1.590896 0.511010 -0.086130 0.023 0.218 0.015
Cl -0.278605 -2.239266 1.379264 0.048 -0.165 0.183
Cl -0.637941 -2.096737 -1.495178 0.013 -0.116 -0.174
H 1.386015 -1.865204 -0.273495 0.025 0.055 0.008
H -1.237934 1.613648 -0.719843 -0.199 0.050 -0.156
H 0.128042 2.385711 0.156810 0.096 0.180 0.008
H -1.144067 1.483457 1.054511 -0.131 0.030 0.100
```
Positions in Å, forces in eV/Å.

Properties
E = -1112.2753 hartree
total charge = 0
relative energy (zero: lowest compared OMol25 entry of this formula, charge and spin) = 39.8 kcal/mol
HOMO-LUMO gap = 10.08 eV
SMILES = CC(=O)C(Cl)Cl
strongest force on any atom = 3.7 eV/A

Mulliken atomic charge list, values in e, 8 entries: 0.38 -0.80 0.05 -0.45 -0.15 -0.15 0.30 0.27

---

The following is a DFT calculation (ωB97M-V/def2-TZVPD) of an isolated molecule of C3H4Cl2Si in a non-equilibrium geometry.

```
10
Properties=species:S:1:pos:R:3:forces:R:3
C -0.235555 1.379383 1.137478 -0.122 -2.448 -1.433
C 0.050141 0.406398 0.307606 0.836 -0.404 -2.857
C -0.367138 -0.072774 1.647604 -2.208 0.007 0.960
Si 0.567009 -0.445218 -1.792408 0.805 0.109 3.814
Cl 0.399242 -2.450602 -1.390281 -0.101 0.062 -0.053
Cl -0.862858 0.101812 -3.050085 -0.492 0.452 -0.714
H -0.525980 2.388205 1.155975 -0.090 0.992 0.484
H 0.367398 -0.364903 2.360366 0.580 -0.405 0.465
H -1.412708 -0.570321 1.913234 2.010 1.116 -0.994
H 2.020449 -0.371980 -2.289489 -1.219 0.519 0.327
```
Positions in Å, forces in eV/Å.

Properties
E = -1326.5398 hartree
total charge = 0
relative energy (zero: lowest compared OMol25 entry of this formula, charge and spin) = 49.2 kcal/mol
HOMO-LUMO gap = 9.92 eV
SMILES = Cl[SiH](Cl)C1=CC1
strongest force on any atom = 3.9 eV/A

Mulliken atomic charge list, values in e, 8 entries: -0.15 -0.27 -0.46 0.64 -0.23 -0.15 0.35 0.19

---

The following is a DFT calculation (ωB97M-V/def2-TZVPD) of a cluster of 2 separate species, C3H4Cl3NS in total in a non-equilibrium geometry.

```
12
Properties=species:S:1:pos:R:3:forces:R:3
C 2.538273 0.035992 0.455123 -0.024 -0.500 0.524
C -3.755680 0.554826 0.572272 0.088 0.010 0.127
C -2.424577 0.067021 0.206624 0.636 -0.243 -0.180
H 2.801326 0.110786 1.506642 0.081 0.060 -0.173
H -4.905895 -1.417518 -0.082112 0.005 0.075 -0.007
H -3.934642 0.359465 1.632282 0.044 0.019 -0.148
H -3.791701 1.635190 0.424809 -0.002 -0.060 -0.004
N -1.378111 -0.337084 -0.071211 -2.876 0.214 -0.106
S -5.092722 -0.139494 -0.447158 0.063 -0.047 0.017
Cl 3.730453 -1.007592 -0.323445 0.127 0.016 -0.067
Cl 2.574800 1.664704 -0.224293 -0.027 -0.005 -0.049
Cl 0.919050 -0.659669 0.357578 1.885 0.462 0.067
```
Positions in Å, forces in eV/Å.

Properties
E = -1950.1830 hartree
total charge = 0
relative energy (zero: lowest compared OMol25 entry of this formula, charge and spin) = 7.9 kcal/mol
HOMO-LUMO gap = 10.57 eV
SMILES = ClC(Cl)Cl.N#CCS
strongest force on any atom = 2.9 eV/A

Mulliken atomic charge list, values in e, 8 entries: 0.03 -0.50 0.25 0.28 0.14 0.29 0.27 -0.35

---

The following is a DFT calculation (ωB97M-V/def2-TZVPD) of a cluster of 2 separate species, C3H4Cl3O4S in total in a non-equilibrium geometry.

```
15
Properties=species:S:1:pos:R:3:forces:R:3
C 2.761407 -0.310096 -0.067764 1.155 -1.438 -2.348
C -2.568470 0.797094 -0.920137 -1.046 2.775 0.120
C 1.298068 -0.599189 0.171337 0.225 2.960 0.819
O -0.849966 1.015632 0.921688 -0.594 0.026 0.137
O -3.220326 0.472848 1.289010 0.688 -0.534 -0.116
O -1.574282 -1.277684 0.685392 -0.659 -0.321 -0.495
O -3.152686 0.304475 -1.817342 -0.324 -1.810 -1.636
S -1.963455 0.106295 0.608169 -0.173 1.638 2.098
Cl 3.041157 1.410416 -0.231103 0.290 0.939 0.174
Cl 1.279278 -2.077489 1.003324 -0.518 -2.121 0.846
Cl 0.388211 -0.573325 -1.320643 0.209 -0.113 -0.711
H 3.278887 -0.747903 0.819627 0.157 0.689 -1.068
H 3.130273 -0.723768 -1.147904 -0.798 0.380 2.970
H -2.731037 1.955800 -0.852220 1.119 -1.363 0.561
H 0.882936 0.246889 0.858562 0.270 -1.706 -1.350
```
Positions in Å, forces in eV/Å.

Properties
E = -2196.4711 hartree
total charge = -1
relative energy (zero: lowest compared OMol25 entry of this formula, charge and spin) = 10.4 kcal/mol
HOMO-LUMO gap = 8.72 eV
strongest force on any atom = 3.1 eV/A

Mulliken atomic charge list, values in e, 8 entries: -0.53 0.09 0.33 -0.70 -0.66 -0.60 -0.45 1.09

---

The following is a DFT calculation (ωB97M-V/def2-TZVPD) of an isolated molecule of C3H4ClF in a non-equilibrium geometry.

```
9
Properties=species:S:1:pos:R:3:forces:R:3
C 0.957212 0.358178 0.301103 -1.330 3.118 -1.594
C -0.257305 0.234249 -0.442737 -2.985 -3.640 1.176
C -1.242152 -0.553890 0.058985 -0.925 1.995 -3.385
H 0.743992 0.102584 1.275842 -0.014 0.890 2.749
H -0.199046 0.531489 -1.438476 -0.332 0.783 -1.512
H -2.192542 -0.683882 -0.578247 1.605 -0.081 1.291
H -1.186399 -0.973287 1.021827 -0.077 -0.430 1.071
F 1.270680 1.715441 -0.043418 1.066 -0.822 1.479
Cl 2.105564 -0.730879 -0.154876 2.993 -1.812 -1.277
```
Positions in Å, forces in eV/Å.

Properties
E = -676.7032 hartree
total charge = 0
relative energy (zero: lowest compared OMol25 entry of this formula, charge and spin) = 24.0 kcal/mol
HOMO-LUMO gap = 11.24 eV
SMILES = C=C[C@H](F)Cl
strongest force on any atom = 4.9 eV/A

Mulliken atomic charge list, values in e, 8 entries: 0.16 -0.21 -0.67 0.27 0.37 0.21 0.26 -0.27

---

The following is a DFT calculation (ωB97M-V/def2-TZVPD) of an isolated molecule of C3H4ClF in a non-equilibrium geometry.

```
9
Properties=species:S:1:pos:R:3:forces:R:3
C -1.772700 0.473439 0.181283 2.132 -0.869 3.384
C -0.366073 0.495167 -0.357417 0.867 -4.256 4.888
C 0.531944 -0.121769 0.556087 -1.382 3.614 -6.597
H -1.857814 1.530628 0.218652 -3.096 1.336 -1.684
H -1.661403 0.512790 1.371754 -0.448 -1.491 -2.170
H -0.142691 0.908961 -1.295488 0.484 0.206 -1.070
H 0.163835 -0.337312 1.505334 0.403 -0.968 1.593
F -2.614249 -0.628595 -0.242712 1.024 2.885 0.352
Cl 2.156899 -0.119926 -0.111504 0.015 -0.458 1.305
```
Positions in Å, forces in eV/Å.

Properties
E = -676.6592 hartree
total charge = 0
relative energy (zero: lowest compared OMol25 entry of this formula, charge and spin) = 51.6 kcal/mol
HOMO-LUMO gap = 10.15 eV
SMILES = FC/C=C/Cl
strongest force on any atom = 7.6 eV/A

Mulliken atomic charge list, values in e, 8 entries: -0.43 -0.19 -0.21 0.35 0.20 0.38 0.38 -0.27

---

The following is a DFT calculation (ωB97M-V/def2-TZVPD) of a cluster of 2 separate species, C3H4ClF2O4S in total in a non-equilibrium geometry.

```
15
Properties=species:S:1:pos:R:3:forces:R:3
C 1.781358 -0.549809 0.216217 0.503 0.327 -0.229
C 1.639097 0.931678 -0.091913 2.711 -0.461 1.631
C -2.427080 0.232614 0.758770 1.317 -0.420 0.598
O -0.932432 0.167480 -1.465136 0.071 0.407 -0.252
O -0.899124 -1.850970 -0.026190 -1.302 2.075 -1.010
O -2.924702 -1.291344 -1.261242 0.164 0.639 -0.287
O -2.444917 0.072286 1.940214 -0.122 -0.259 -1.397
F 2.348592 -0.609337 1.500098 -0.773 -0.468 1.319
F 2.772433 1.328628 -0.797725 0.399 0.645 -0.535
S -1.699013 -0.765492 -0.691578 -0.131 -3.899 2.203
Cl -2.969573 1.709760 0.013053 -0.846 1.228 -0.054
H 0.750349 -0.984786 0.030779 1.586 -0.307 1.177
H 2.631579 -1.100615 -0.278088 -1.391 0.910 -0.891
H 1.577012 1.622394 0.780574 0.130 -1.005 -0.044
H 0.796422 1.087510 -0.627838 -2.313 0.586 -2.229
```
Positions in Å, forces in eV/Å.

Properties
E = -1475.8377 hartree
total charge = -1
relative energy (zero: lowest compared OMol25 entry of this formula, charge and spin) = 14.1 kcal/mol
HOMO-LUMO gap = 9.52 eV
strongest force on any atom = 4.5 eV/A

Mulliken atomic charge list, values in e, 8 entries: 0.47 -0.16 0.48 -0.59 -0.75 -0.62 -0.45 -0.34

---

> What is the formula in the second record?

C3H4BrP

---

> What is the formula in the eighth record?

C3H4Cl3NS